(1)
Density functional theory data (the ωB97M-V functional and the def2-TZVPD basis) for a structure of composition C4H9N3O at a distorted geometry.

Structure (XYZ):
```
17
C4H9N3O | the Open Molecules 2025 dataset | the ωB97M-V functional and the def2-TZVPD basis
C 0.720 -0.847 -1.507
C -0.604 0.486 0.423
C 0.777 -0.359 -0.072
N -1.745 0.611 -0.421
N -0.948 0.006 1.737
C 1.329 1.013 0.147
O 1.233 -1.383 0.760
N 0.259 1.668 0.424
H 0.894 -1.192 1.649
H -1.921 -0.280 1.793
H -1.641 1.341 -1.112
H -2.006 -0.265 -0.851
H -0.822 0.725 2.439
H 2.335 1.404 0.148
H 0.404 -0.048 -2.174
H 0.028 -1.685 -1.587
H 1.709 -1.197 -1.798
```

Its LUMO energy is 0.96 eV. The calculation puts the energy above the lowest of the compared OMol25 structures with the same formula, charge and spin at 1.895 eV. The value obtained for the orbital gap is 9.91 eV.

(2)
Density functional theory data (the ωB97M-V functional and the def2-TZVPD basis) for a structure of composition C5H10N2 at a distorted geometry.

Structure (XYZ):
```
17
C5H10N2 | the Open Molecules 2025 dataset | the ωB97M-V functional and the def2-TZVPD basis
C 1.514 1.360 0.443
C -0.446 1.408 0.464
C -1.988 -0.451 -0.426
N 1.663 -0.027 0.240
C 0.488 -0.720 0.030
C -0.657 0.033 0.074
N 0.583 -2.094 -0.185
H 2.456 -0.339 -0.309
H -0.253 -2.502 -0.572
H 1.415 -2.388 -0.680
H 2.047 1.962 -0.293
H 1.680 1.678 1.465
H -0.448 1.638 1.521
H -1.002 2.149 -0.108
H -2.629 -0.756 0.407
H -2.517 0.344 -0.956
H -1.905 -1.294 -1.116
```

Its LUMO energy is 0.97 eV. The calculation puts the energy above the lowest of the compared OMol25 structures with the same formula, charge and spin at 1.678 eV. The value obtained for the orbital gap is 7.92 eV.

(3)
Density functional theory data (the ωB97M-V functional and the def2-TZVPD basis) for an isolated molecule of C3H7NO3 at a distorted geometry.

Structure (XYZ):
```
14
C3H7NO3 | the Open Molecules 2025 dataset | the ωB97M-V functional and the def2-TZVPD basis
C 0.445 -1.365 -0.742
N -0.610 -0.239 -0.173
O -1.137 -0.714 1.067
C -0.663 1.133 -0.472
C 0.881 1.053 0.335
O 1.720 1.766 -0.182
O 1.054 0.602 1.599
H 1.295 -1.536 -0.078
H -0.142 -2.281 -0.830
H 0.771 -1.016 -1.723
H -2.107 -0.635 0.965
H -0.778 1.259 -1.549
H -1.079 2.024 -0.010
H 0.351 -0.051 1.795
```

Its LUMO energy is 0.43 eV. Its SMILES is CN(O)CC(=O)O. The calculation puts the energy above the lowest of the compared OMol25 structures with the same formula, charge and spin at 6.869 eV. The value obtained for the orbital gap is 7.95 eV.

(4)
Density functional theory data (the ωB97M-V functional and the def2-TZVPD basis) for a cluster of 2 separate species, C7H10FO3 in total at a distorted geometry.

Structure (XYZ):
```
21
C7H10FO3 | the Open Molecules 2025 dataset | the ωB97M-V functional and the def2-TZVPD basis
C 0.275 -2.643 0.926
C 0.666 1.806 1.000
C 0.618 2.626 -0.269
C 0.844 1.140 -0.260
C -1.263 -0.127 -1.393
C 0.079 -1.651 -0.199
C -1.212 -0.973 -0.287
O -0.445 -2.430 1.997
O 0.920 -3.635 0.914
O -1.919 -0.779 0.717
F 2.283 0.918 -0.653
H 1.517 2.216 1.645
H -0.286 1.659 1.491
H -0.270 3.154 -0.672
H 1.553 3.162 -0.495
H -2.148 0.390 -1.637
H -0.291 0.592 -1.024
H -0.906 -0.569 -2.285
H 0.266 -2.211 -1.177
H 0.850 -0.840 0.064
H -1.132 -1.808 1.599
```

Its LUMO energy is 3.86 eV. The charge is -1. The calculation puts the energy above the lowest of the compared OMol25 structures with the same formula, charge and spin at 1.650 eV. The value obtained for the orbital gap is 7.34 eV.

HOMO level for every record listed, in sequence, given in hartree: -0.3288; -0.2556; -0.2764; -0.1278.